The following is a quantum chemistry calculation of C39H38MnN3O4PS as an isolated structure, from the Open Molecules 2025 dataset.

Computed properties:
* multiplicity: 5
* calculated total energy: -3864.5651 Eh
* E_HOMO (spin up / spin down): -10.666 / -10.689 eV
* relative energy (zero: lowest compared OMol25 entry of this formula, charge and spin): 0.110 eV
* orbital gap (spin up / spin down): 0.258 / 0.274 hartree
* E_LUMO (spin up / spin down): -3.7 / -3.2 eV
* total charge: +1
* expectation value of S²: 6.070

```
87
Properties=species:S:1:pos:R:3:nbo_charge:R:1
Mn 0.84 -1.89 0.21 1.44
S 1.71 -2.92 2.48 2.39
P -0.52 -0.48 2.09 0.85
O 2.53 -2.51 -1.04 -0.66
O 2.25 -1.75 1.68 -0.98
O 2.68 -3.86 2.90 -0.89
O 0.65 -3.43 1.54 -0.95
N 0.50 4.59 -2.79 -0.54
N 1.07 -0.12 -0.77 -0.53
N 2.70 4.32 -2.54 -0.42
C -0.01 0.59 -1.14 0.06
C -0.76 -0.81 4.85 -0.12
C -2.48 -4.71 -2.86 -0.58
C -3.01 0.37 1.18 -0.21
C -0.94 2.20 2.90 -0.20
C 1.43 7.93 -4.09 -0.19
C 0.49 -2.33 6.23 -0.18
C -3.89 -2.86 -1.92 -0.58
C -0.56 -2.47 -0.96 -0.52
C 2.82 7.76 -3.93 -0.22
C 3.34 6.59 -3.42 -0.18
C 1.08 5.77 -3.23 0.18
C 1.15 -2.80 5.10 -0.16
C -0.52 3.50 3.12 -0.20
C 2.34 -4.87 -0.83 -0.73
C 2.28 0.43 -0.96 0.07
C 0.85 -2.26 3.86 -0.35
C 1.53 3.78 -2.40 0.33
C 0.78 3.87 2.81 -0.19
C -0.07 1.25 2.37 -0.38
C 3.09 -3.60 -1.08 0.68
C -4.37 0.22 0.94 -0.20
C -5.05 -0.86 1.49 -0.19
C -2.32 -0.55 1.97 -0.38
C 0.53 6.94 -3.75 -0.26
C 1.33 2.43 -1.85 0.01
C -0.12 -1.25 3.71 -0.31
C 1.24 1.63 2.07 -0.13
C -2.56 -3.20 -2.60 -0.17
C 2.45 1.69 -1.49 -0.21
C -4.38 -1.78 2.27 -0.21
C -2.43 -2.43 -3.92 -0.58
C 1.67 2.93 2.29 -0.21
C 0.08 1.85 -1.68 -0.19
C -3.02 -1.64 2.51 -0.13
C -1.46 -2.81 -1.70 0.16
C 4.56 -3.66 -1.35 -0.72
C -0.47 -1.34 6.10 -0.19
C 2.45 5.58 -3.07 0.05
H -3.23 -2.71 -4.59 0.22
H -1.52 -0.03 4.77 0.22
H -4.00 -3.39 -0.97 0.22
H 1.91 -3.57 5.18 0.25
H -2.49 1.21 0.74 0.22
H -0.54 7.08 -3.87 0.22
H 1.11 4.89 2.98 0.23
H -0.84 2.36 -1.95 0.22
H 3.12 -0.17 -0.65 0.23
H -3.30 -5.02 -3.50 0.22
H -1.54 -4.97 -3.36 0.21
H 0.72 -2.75 7.20 0.23
H 1.95 0.90 1.70 0.21
H -1.21 4.23 3.53 0.23
H -1.96 1.92 3.14 0.22
H -4.72 -3.14 -2.57 0.21
H 2.62 -5.61 -1.58 0.25
H -2.54 -5.27 -1.93 0.22
H 1.27 -4.70 -0.82 0.25
H -2.48 -1.35 -3.75 0.21
H 5.05 -3.52 -0.38 0.26
H 3.44 2.11 -1.61 0.27
H -2.50 -2.37 3.11 0.22
H -1.48 -2.65 -4.40 0.22
H 2.66 -5.27 0.14 0.27
H -4.91 -2.63 2.70 0.23
H 4.87 -4.61 -1.76 0.24
H -0.97 0.11 -0.99 0.24
H -0.48 4.38 -2.77 0.42
H 4.85 -2.83 -2.00 0.25
H 4.41 6.45 -3.30 0.23
H -3.97 -1.79 -1.72 0.21
H -4.89 0.94 0.33 0.22
H 3.48 8.57 -4.22 0.22
H -6.12 -0.97 1.31 0.23
H -0.99 -0.97 6.98 0.23
H 2.69 3.22 2.07 0.22
H 1.06 8.86 -4.50 0.22
```